This record from the Open Molecules 2025 dataset describes a molecular structure, C25H47Br2HgNO3Si2 at a distorted geometry. The level of theory is ωB97M-V with the def2-TZVPD basis set.

Results
Spin multiplicity: 1
Kohn-Sham gap: 0.184 Eh
Molar mass: 826.23 g/mol
Energy above the lowest of the compared OMol25 structures with the same formula, charge and spin: 38.6 kcal/mol

Each line ends with the Löwdin charge.
Atoms and positions in Å:
O  -0.902  -1.959  -3.107  -0.35
O  0.796  1.735  -6.868  -0.16
C  -0.093  -2.996  -3.754  -0.23
C  -0.983  -4.202  -3.699  -0.07
H  0.845  -3.064  -3.166  0.12
H  0.115  -2.662  -4.778  0.10
H  -1.172  -4.448  -2.656  0.08
H  -0.555  -5.078  -4.171  0.08
H  -1.946  -3.991  -4.156  0.08
C  -1.597  -1.022  -3.927  -0.26
C  -1.549  -1.253  -5.404  -0.07
H  -1.082  -0.076  -3.646  0.11
H  -2.642  -0.991  -3.566  0.11
H  -0.655  -0.847  -5.854  0.07
H  -2.362  -0.667  -5.810  0.09
H  -1.693  -2.259  -5.749  0.07
C  0.377  2.607  -5.826  -0.30
C  2.141  1.307  -6.688  -0.29
C  -1.028  3.100  -6.113  -0.07
H  1.061  3.476  -5.790  0.12
H  0.407  2.120  -4.839  0.11
H  -1.128  3.434  -7.151  0.08
H  -1.264  3.939  -5.456  0.08
H  -1.761  2.308  -5.935  0.06
C  2.655  0.736  -7.993  -0.08
H  2.223  0.554  -5.888  0.10
H  2.775  2.165  -6.401  0.12
H  2.017  -0.075  -8.351  0.08
H  3.666  0.358  -7.856  0.07
H  2.682  1.515  -8.758  0.08
H  1.798  -0.105  -1.915  -0.04
Hg  -0.440  -1.111  -0.814  1.21
C  2.552  -0.083  -2.689  -0.20
Si  3.477  0.522  -1.181  0.42
H  2.796  -1.073  -3.120  0.04
H  2.469  0.580  -3.566  0.03
C  4.942  -0.380  -1.865  -0.21
C  3.236  0.142  0.637  -0.15
C  3.259  2.337  -1.502  -0.16
C  -2.388  -1.462  -0.044  -0.35
Si  -3.470  0.063  -0.287  0.38
H  -2.149  -1.732  0.998  0.00
H  -2.703  -2.361  -0.603  0.00
C  -4.798  -0.600  -1.431  -0.19
C  -2.784  1.646  -1.051  -0.20
C  -4.118  0.440  1.426  -0.18
H  2.654  2.550  -2.397  0.03
H  4.307  2.613  -1.677  0.04
H  2.827  2.836  -0.626  0.03
H  4.760  -1.463  -1.845  0.05
H  5.773  -0.057  -1.238  0.02
H  5.009  -0.050  -2.911  0.04
H  2.762  -0.807  0.942  0.03
H  2.703  0.943  1.174  0.03
H  4.283  0.127  0.994  0.04
H  -3.133  1.764  -2.088  0.03
H  -1.688  1.712  -1.060  -0.01
H  -3.156  2.516  -0.487  0.04
H  -4.914  1.195  1.387  0.03
H  -3.321  0.797  2.094  0.03
H  -4.532  -0.487  1.850  0.04
H  -5.728  -0.034  -1.296  0.03
H  -4.982  -1.651  -1.172  0.03
H  -4.498  -0.549  -2.485  0.01
Br  1.686  -3.594  3.786  0.74
C  0.960  -1.861  3.907  -0.63
C  0.774  -1.239  5.130  -0.19
C  0.257  0.055  5.228  -0.64
Br  0.035  0.820  6.962  0.72
C  -0.081  0.804  4.066  -0.21
C  -0.576  2.127  4.090  -0.03
C  -0.806  2.798  2.883  -0.05
C  -0.530  2.102  1.686  -0.18
N  -0.132  0.852  1.634  0.08
C  0.105  0.189  2.784  -0.16
C  0.586  -1.213  2.661  -0.47
O  0.679  -1.788  1.563  -0.20
H  1.041  -1.777  6.030  0.09
H  -0.759  2.606  5.039  0.07
H  -1.179  3.801  2.847  0.09
H  -0.659  2.615  0.717  0.09


This record from the Open Molecules 2025 dataset describes a molecular structure, C9H21Cl3CoO3P2 at a distorted geometry. The level of theory is ωB97M-V with the def2-TZVPD basis set.

Results
Spin multiplicity: 5
Kohn-Sham gap (alpha / beta): 0.216 / 0.245 Eh
Molar mass: 404.50 g/mol
Charge: +1

Each line ends with the Löwdin charge.
Atoms and positions in Å:
Co  0.255  -0.070  0.234  0.21
H  3.193  -0.708  -1.756  0.06
H  2.913  -1.404  -1.727  0.05
P  0.843  1.819  -0.652  0.77
P  -0.469  -1.916  -0.550  0.76
C  -0.422  -2.991  0.928  -0.21
H  -0.951  -3.928  0.718  0.07
H  0.623  -3.207  1.187  0.06
H  -0.889  -2.477  1.780  0.01
C  -2.227  -1.811  -0.984  -0.20
H  -2.309  -1.401  -1.998  0.06
H  -2.671  -2.812  -0.950  0.07
H  -2.740  -1.139  -0.282  0.05
C  0.289  -2.916  -1.856  -0.22
H  1.340  -3.112  -1.618  0.04
H  -0.253  -3.865  -1.954  0.07
H  0.238  -2.361  -2.803  0.06
C  -0.650  2.812  -0.902  -0.19
H  -0.387  3.875  -0.933  0.07
H  -1.112  2.511  -1.850  0.07
H  -1.353  2.610  -0.083  0.05
C  1.719  2.515  0.786  -0.21
H  2.672  1.985  0.919  0.06
H  1.909  3.581  0.620  0.07
H  1.111  2.382  1.692  0.01
C  1.902  2.099  -2.093  -0.22
H  1.408  1.679  -2.981  0.06
H  2.053  3.178  -2.229  0.07
H  2.867  1.598  -1.948  0.04
C  1.847  -0.659  0.690  -0.25
O  2.843  -1.032  1.170  0.13
H  0.494  -0.082  -1.207  0.01
Cl  -1.282  -0.840  3.995  0.61
C  -1.911  0.779  3.540  -1.47
Cl  -3.317  1.198  4.495  0.66
Cl  -0.611  1.990  3.772  0.61
C  -2.280  0.728  1.978  -0.72
O  -3.436  0.894  1.615  0.07
O  -1.248  0.499  1.238  -0.22


This record from the Open Molecules 2025 dataset describes a gas-phase ion, C6H16N2 (charge -1) at a distorted geometry. The level of theory is ωB97M-V with the def2-TZVPD basis set.

Results
Spin multiplicity: 2
Kohn-Sham gap (alpha / beta): 0.095 / 0.329 Eh
Molar mass: 116.21 g/mol
Charge: -1
Energy above the lowest of the compared OMol25 structures with the same formula, charge and spin: 6.9 kcal/mol

Each line ends with the Löwdin charge.
Atoms and positions in Å:
N  0.080  1.829  0.451  0.02
C  0.032  0.441  -0.011  -0.46
C  1.315  -0.076  -0.656  -0.42
C  1.935  0.949  -1.599  -0.28
C  1.079  -1.410  -1.413  -0.15
C  -0.400  -0.487  1.113  -0.26
N  -1.520  -0.021  1.888  -0.14
C  -2.795  -0.666  1.581  -0.21
H  0.994  2.140  0.741  0.04
H  -0.408  2.472  -0.160  -0.02
H  -0.761  0.460  -0.769  0.09
H  2.077  -0.274  0.099  0.12
H  2.814  0.502  -2.062  0.04
H  2.321  1.838  -1.114  0.02
H  1.214  1.258  -2.350  0.02
H  0.052  -1.525  -1.730  0.04
H  1.340  -2.257  -0.757  0.06
H  1.809  -1.483  -2.204  0.04
H  -0.648  -1.473  0.692  0.10
H  0.440  -0.716  1.778  0.11
H  -1.555  0.988  1.875  0.06
H  -2.858  -1.605  2.140  0.06
H  -2.936  -0.835  0.514  0.05
H  -3.621  -0.049  1.952  0.06


This record from the Open Molecules 2025 dataset describes a molecular structure, C25H19BaI2N4O3S2. The level of theory is ωB97M-V with the def2-TZVPD basis set.

Results
Spin multiplicity: 1
Kohn-Sham gap: 0.239 Eh
Molar mass: 878.72 g/mol
Charge: -1
Energy above the lowest of the compared OMol25 structures with the same formula, charge and spin: 0.0 kcal/mol

Each line ends with the Löwdin charge.
Atoms and positions in Å:
Ba  0.959  0.870  -0.650  1.84
C  -0.514  0.456  3.967  -0.03
C  -0.586  0.620  2.480  -0.30
N  -0.060  -0.189  1.636  -0.09
N  0.549  -1.315  2.136  0.04
C  1.368  -1.889  1.280  -0.51
O  1.707  -1.493  0.116  -0.29
C  1.957  -3.181  1.775  -0.14
C  1.814  -3.605  3.094  -0.03
C  2.361  -4.809  3.504  -0.10
C  3.054  -5.608  2.603  -0.11
C  3.202  -5.190  1.289  -0.10
C  2.660  -3.979  0.881  -0.03
C  -1.278  1.822  1.932  -0.24
C  -1.826  2.775  2.792  -0.04
C  -2.458  3.884  2.264  -0.05
C  -2.537  4.027  0.889  -0.06
C  -1.944  3.054  0.104  -0.15
N  -1.332  1.980  0.598  -0.01
H  -0.079  -0.510  4.201  0.06
H  -1.505  0.530  4.419  0.08
H  0.115  1.246  4.386  0.07
H  1.269  -2.976  3.783  0.10
H  2.248  -5.126  4.534  0.09
H  3.480  -6.550  2.926  0.09
H  3.743  -5.807  0.581  0.09
H  2.776  -3.631  -0.136  0.11
H  -1.717  2.672  3.859  0.10
H  -2.862  4.642  2.923  0.11
H  -3.010  4.884  0.431  0.10
H  -1.940  3.144  -0.978  0.11
I  0.786  4.764  -4.784  0.87
C  0.213  2.782  -5.073  -0.66
C  -0.156  2.347  -6.352  -0.25
C  -0.551  1.053  -6.565  -0.69
I  -1.097  0.492  -8.506  0.86
C  -0.586  0.129  -5.493  -0.22
C  -0.969  -1.228  -5.603  -0.06
C  -0.960  -2.038  -4.507  -0.05
C  -0.563  -1.500  -3.269  -0.14
N  -0.208  -0.248  -3.125  0.02
C  -0.209  0.579  -4.206  -0.15
C  0.203  1.956  -3.946  -0.50
O  0.525  2.334  -2.776  -0.35
H  -0.129  3.047  -7.175  0.07
H  -1.266  -1.615  -6.569  0.05
H  -1.246  -3.078  -4.578  0.10
H  -0.534  -2.120  -2.378  0.11
C  1.267  4.651  -0.052  -0.14
O  0.936  4.654  1.331  -0.27
C  1.563  3.819  2.185  -1.38
S  1.192  4.074  3.798  0.50
S  2.635  2.626  1.592  0.42
H  0.922  5.611  -0.432  0.09
H  0.739  3.862  -0.593  0.03
H  2.340  4.538  -0.202  0.06


Question: Among the records above, which one has the lowest molar mass?
Answer: C6H16N2


Question: What is the spin multiplicity in the fourth record?
Answer: 1